No. 1
Here is H18O9Xe as an isolated structure from OMol25. Energies are from ωB97M-V/def2-TZVPD.

Structure (XYZ):
```
28
Properties=species:S:1:pos:R:3:forces:R:3
Xe 0.76798 0.16171 0.49748 0.0 0.0 0.0
O -1.96878 0.31261 -2.13971 -0.5 0.0 0.2
H -1.64287 0.89355 -1.45229 -0.2 0.2 0.2
H -1.18963 -0.14328 -2.45801 0.4 -0.1 -0.3
O -1.43866 -2.67037 0.87488 -0.2 0.1 0.1
H -1.88345 -2.74794 0.03086 -0.1 0.0 -0.3
H -2.08923 -2.27235 1.45331 -0.1 0.2 0.3
O -2.15503 1.24791 2.21198 0.1 -0.4 0.5
H -2.92102 1.70348 2.56120 -0.2 0.1 0.2
H -2.06637 1.57810 1.31792 0.0 0.3 -0.6
O 0.22770 -0.56336 -3.55667 0.0 0.0 -0.1
H 1.16526 -0.60113 -3.36749 0.3 0.1 0.1
H 0.04269 -1.38172 -4.01743 -0.1 -0.3 -0.2
O 0.96808 -3.96043 0.77233 0.2 -0.5 0.1
H 0.13106 -3.53628 0.96129 -0.4 0.1 0.1
H 1.52783 -3.25391 0.45026 0.4 0.1 -0.2
O 2.90452 2.89890 -1.70082 -0.1 -0.2 -0.1
H 2.58435 3.25505 -0.87203 -0.1 0.0 0.3
H 3.59543 3.50379 -1.97102 0.2 0.1 -0.1
O -0.02257 1.45801 4.14063 0.5 0.2 0.4
H -0.18918 0.65023 4.62638 0.0 -0.2 0.1
H -0.62410 1.41932 3.39705 -0.5 0.0 -0.4
O 3.15308 -2.55327 -0.27057 0.0 0.0 -0.2
H 3.86260 -2.57896 0.37141 0.2 -0.1 0.2
H 3.20383 -1.67566 -0.64935 0.0 0.3 -0.1
O -2.09640 2.60057 -0.27823 0.1 -0.1 0.1
H -2.64227 3.36521 -0.46153 -0.3 0.1 -0.1
H -1.20485 2.89022 -0.47185 0.4 0.1 -0.1
```
Forces are in eV/Å.

Summary:
- Orbital gap: 10.0 eV
- HOMO energy: -9.980 eV
- LUMO: -0.03 eV
- Energy: -27682.1202 eV
- Energy above the lowest of the compared OMol25 structures with the same formula, charge and spin: 71.4 kJ/mol

No. 2
Here is H19LiO10 as an isolated structure from OMol25. Energies are from ωB97M-V/def2-TZVPD.

Structure (XYZ):
```
30
Properties=species:S:1:pos:R:3:forces:R:3
Li -1.43357 1.26693 0.30190 -0.4 0.1 0.0
O 0.35843 0.76293 0.06590 -3.3 12.8 0.3
H 0.22443 -0.04507 0.10290 -3.4 -12.1 1.1
O 0.70543 -3.20207 0.25990 2.1 0.5 1.6
H 0.28243 -3.78507 0.87490 -1.0 -0.5 -0.6
H 0.30743 -2.89607 -0.54210 -1.2 0.0 -0.9
O -0.18257 1.11493 -2.38210 -2.9 0.5 -4.2
H 0.13343 0.92793 -1.56410 1.6 -1.1 5.2
H 0.54343 1.57593 -2.73410 1.5 1.0 -1.4
O 1.33043 0.64893 2.51790 -0.4 0.0 0.8
H 0.76743 0.85293 1.75390 0.7 0.4 -0.1
H 0.81043 -0.10607 2.87690 1.4 1.4 0.0
O 0.11143 -1.85407 -2.14510 -0.4 -1.1 0.3
H 0.26443 -0.89307 -2.00710 0.8 -1.1 -1.1
H 0.70843 -2.39207 -2.72610 -0.4 1.9 0.8
O -2.17757 2.52993 -1.27710 0.3 -0.6 2.5
H -1.42157 2.18593 -1.76610 -0.2 0.1 -1.6
H -2.89457 2.97793 -1.69610 -0.1 0.1 -0.9
O -2.04357 -0.73607 0.90690 -0.4 0.9 0.0
H -1.38157 -1.05807 1.51890 0.6 0.2 1.0
H -1.96457 -1.41507 0.25790 -0.4 -0.7 -1.4
O 2.29543 0.01293 -0.52210 3.4 -4.3 -0.3
H 2.43743 -0.90607 -0.11710 0.6 1.8 -1.1
H 1.39143 0.13493 -0.19110 2.2 1.3 -0.4
O 0.32343 3.41993 0.30190 -0.6 0.9 -1.1
H 0.11443 3.59993 -0.62710 -0.2 1.5 0.2
H 0.38343 2.50293 0.09490 1.0 -1.9 1.1
O -0.05457 -1.30307 2.64790 -0.5 -3.0 -0.2
H -0.35257 -1.79807 3.38990 -1.8 0.5 2.4
H 0.41343 -2.12507 2.42490 1.2 0.6 -2.0
```
Forces are in eV/Å.

Summary:
- Orbital gap: 8.9 eV
- HOMO energy: -9.316 eV
- LUMO: -0.39 eV
- Energy: -20986.6140 eV
- Energy above the lowest of the compared OMol25 structures with the same formula, charge and spin: 269.5 kJ/mol

No. 3
Here is H19O10 as an isolated structure from OMol25. Energies are from ωB97M-V/def2-TZVPD.

Structure (XYZ):
```
29
Properties=species:S:1:pos:R:3:forces:R:3
O 0.24874 3.30087 1.61344 0.5 0.2 -0.3
H -1.31022 -0.58110 -2.36332 -0.3 -0.2 0.5
H -0.58104 3.75949 1.76079 -0.2 -0.2 0.1
O 1.00974 -1.12293 -1.55826 2.0 -1.0 0.6
H 0.46026 -1.58584 -0.92205 -0.5 0.3 0.1
H 2.03437 1.67789 -0.16810 -1.2 -0.6 0.1
O -2.19258 0.74847 2.48778 0.0 -0.4 0.6
H 0.48521 -0.49078 -2.02015 -1.0 0.6 -0.4
H -2.47952 -0.17018 2.41827 -0.7 0.1 0.0
O -1.52962 0.52996 -0.93049 0.0 -0.1 0.5
H 2.07876 -1.23274 1.58032 0.0 -0.1 0.1
H 0.32757 2.62170 2.28520 -0.3 0.0 0.1
O 2.41679 -2.01734 1.13255 0.0 0.2 0.4
H 0.29374 -0.22522 0.56734 0.5 -0.5 0.4
H -1.07651 0.06792 0.17476 -0.5 -0.5 -0.8
O 0.03997 2.33541 -2.40086 0.4 0.2 0.4
H 0.00443 2.12856 -1.45642 0.4 -0.2 0.0
H -0.89594 2.46884 -2.50093 -0.8 -0.1 -0.6
O -0.46191 -3.05799 2.17792 -0.9 0.0 -0.4
H 0.45831 -2.87751 2.28615 1.2 -0.2 0.3
H -1.03385 -2.13861 -2.47643 0.1 0.2 0.2
O -1.31338 -1.36050 -2.95844 -0.5 0.0 -1.0
H 2.35820 0.66289 -1.46986 -1.2 -0.5 0.5
H 2.27608 -1.78238 0.21449 0.1 0.0 -0.6
O -0.50194 -0.61864 0.94919 0.5 0.9 -0.2
H -1.26424 0.51371 2.34485 0.4 0.4 -0.4
O 2.57244 1.37748 -0.88267 2.5 1.1 -0.4
H -2.40210 0.13647 -0.82692 -0.2 0.2 -0.1
H -0.64946 -2.34998 1.52796 -0.2 0.0 0.2
```
Forces are in eV/Å.

Summary:
- Net charge: -1
- Orbital gap: 9.2 eV
- HOMO energy: -6.166 eV
- LUMO: 3.00 eV
- Energy: -20784.9924 eV
- Energy above the lowest of the compared OMol25 structures with the same formula, charge and spin: 147.1 kJ/mol

No. 4
Here is a 9-piece molecular cluster, H19O9 overall from OMol25. Energies are from ωB97M-V/def2-TZVPD.

Structure (XYZ):
```
28
Properties=species:S:1:pos:R:3:forces:R:3
O 0.78622 -3.57365 0.93771 -4.5 2.1 -2.5
H 0.10656 -3.51514 1.61448 0.9 -0.4 0.4
H -1.26691 2.71664 -1.10820 -0.3 0.3 0.0
O 1.82424 -0.46586 3.53303 0.1 0.6 -2.4
H 1.92446 -0.15347 2.58827 -0.1 -1.3 1.1
O -0.98621 -0.39230 -3.24652 -0.9 1.4 -0.4
H 3.25902 0.74251 0.12210 1.0 -1.2 0.5
H -1.39872 0.48998 -3.50211 0.8 -1.7 0.4
O 2.69463 -0.05806 -0.02339 4.3 0.8 -0.6
H 1.60158 -3.87025 1.14106 3.6 -1.6 2.0
H 1.81735 0.40616 3.90612 0.0 0.6 1.3
O -0.50850 2.14680 -0.99865 1.6 2.3 -0.2
H 2.61965 -1.63889 -1.75082 0.1 2.1 -1.1
H 0.41090 1.94991 0.27727 -0.2 0.0 -0.4
O 2.29486 -0.74640 -2.17511 -3.5 -2.2 2.2
H 1.28805 -0.86172 -1.70335 3.0 0.8 -2.4
H -0.87208 1.31420 -1.14259 -1.2 -2.4 -0.3
O -3.57632 -0.31339 1.26218 2.3 4.7 3.1
H -1.60457 -1.05326 -3.60238 0.3 0.3 0.2
H -3.06015 0.70307 -0.20440 -0.4 -2.0 1.7
O 1.02709 1.42871 0.83680 -1.5 2.2 4.4
H 2.66758 0.04444 -1.50089 -0.2 -2.3 0.0
H -3.93294 -1.10746 1.13628 -2.4 -5.2 -1.2
O -3.03599 1.54850 -0.56441 0.6 2.0 -2.9
H -3.55076 -0.25603 2.26290 0.1 0.2 -1.8
H 1.97748 0.51952 0.03154 -4.0 1.2 1.3
H 0.76794 1.78745 1.81187 1.1 -1.5 -3.4
H -3.27446 2.20798 0.06120 -0.5 0.3 1.0
```
Forces are in eV/Å.

Summary:
- Net charge: +1
- Orbital gap: 10.5 eV
- HOMO energy: -14.207 eV
- LUMO: -3.68 eV
- Energy: -18726.4302 eV
- Energy above the lowest of the compared OMol25 structures with the same formula, charge and spin: 507.0 kJ/mol

No. 5
Here is H20HfO11 as an isolated structure from OMol25. Energies are from ωB97M-V/def2-TZVPD.

Structure (XYZ):
```
32
Properties=species:S:1:pos:R:3:forces:R:3
Hf 1.61112 1.04972 -1.29350 -3.8 -0.7 -1.9
O -0.15388 0.42172 -0.74950 1.2 0.3 -0.3
H -0.72788 0.15972 -0.01850 0.6 0.1 0.1
O 1.20312 1.30372 -3.14550 1.0 -0.3 0.8
H 1.20312 1.10772 -4.09050 -0.2 0.3 0.1
O 1.22312 -2.18028 0.79950 0.6 -2.5 -0.3
H 0.99612 -3.12728 1.04550 0.8 1.1 -0.9
H 0.60212 -1.75128 1.37850 -0.7 0.8 0.0
O -2.90288 1.82772 0.75350 1.5 0.3 -0.3
H -2.00988 1.61972 0.40250 -1.1 0.3 0.3
H -3.34388 0.99472 0.87650 -0.5 -0.6 -0.1
O -0.51588 -0.82428 2.08450 1.2 1.1 0.0
H -0.10388 -0.97328 2.94050 -0.5 -0.3 0.6
H -1.40488 -1.13028 2.07950 -1.5 -0.8 0.4
O -1.58288 -3.36528 -0.15850 0.8 0.7 -1.4
H -1.99188 -3.70628 -0.97250 -0.6 -0.5 0.7
H -1.00688 -2.73728 -0.64550 -0.1 -0.2 0.9
O -2.44388 -0.68428 -1.82050 -0.2 0.4 2.0
H -1.62088 -0.38428 -1.40450 -0.5 -0.2 -1.0
H -2.22288 -0.96328 -2.68150 0.3 -0.5 -1.7
O 0.97012 2.95972 -0.68050 -0.1 2.3 1.3
H 1.29412 3.50672 0.11150 -1.1 -0.8 -1.6
H 0.05412 3.24572 -0.95450 1.0 0.0 0.5
O 2.13012 -0.99528 -1.57650 0.3 0.7 -0.3
H 1.89612 -1.54328 -0.82650 -1.1 -1.2 1.6
H 3.02612 -1.23928 -1.73850 1.5 -0.7 -0.9
O -0.19888 1.88772 1.99750 0.7 0.6 -1.3
H -0.45988 0.98972 2.17350 -0.6 -0.6 0.8
H 0.42612 2.19572 2.64250 0.0 0.2 1.0
O 1.98812 0.77172 0.78850 1.7 0.0 0.8
H 1.23512 0.71972 1.41550 -0.2 0.5 -0.1
H 2.83212 0.84372 1.26750 -0.3 -0.2 0.3
```
Forces are in eV/Å.

Summary:
- Net charge: +2
- Orbital gap: 7.7 eV
- HOMO energy: -16.533 eV
- LUMO: -8.79 eV
- Energy: -24140.7808 eV
- Energy above the lowest of the compared OMol25 structures with the same formula, charge and spin: 0.0 kJ/mol

No. 6
Here is a 11-piece molecular cluster, H20N3O20S4 overall from OMol25. Energies are from ωB97M-V/def2-TZVPD.

Structure (XYZ):
```
47
Properties=species:S:1:pos:R:3:forces:R:3
N 25.65517 3.29259 3.75850 2.0 -2.3 -1.3
H 26.59176 3.31859 3.38140 0.5 1.2 0.3
H 25.61341 2.28859 3.86015 -1.4 -0.4 -0.1
H 24.99435 3.67310 3.09620 -1.6 0.0 -0.3
H 25.57414 3.64386 4.70198 0.2 1.7 2.1
N 22.67759 5.44881 5.11056 -1.6 -1.4 -0.8
H 23.32539 6.17262 4.83388 0.9 0.7 0.0
H 23.04622 4.72474 5.71052 1.3 -0.4 1.5
H 22.43627 4.76367 4.40881 0.1 0.3 -1.3
H 21.78714 5.69982 5.51576 0.7 0.9 0.0
N 24.08667 6.14837 1.72303 0.7 2.0 -3.1
H 23.95074 6.93471 2.34213 -0.1 1.3 1.4
H 25.05535 6.14185 1.43712 0.5 -0.7 1.1
H 23.70857 6.38048 0.81569 -1.0 0.3 -0.2
H 23.62486 5.29493 2.00316 -0.1 -2.1 1.3
S 25.01370 4.15276 7.00018 -2.2 0.6 0.6
O 25.49616 3.43421 8.14819 1.7 -2.3 1.5
O 23.96139 3.45499 6.25632 0.4 -2.3 -1.3
O 24.32799 5.30800 7.50712 -0.4 3.0 1.2
O 26.07241 4.51030 6.06039 2.1 -0.2 -1.4
S 24.61336 8.47117 4.23625 1.0 -0.8 4.2
O 24.73549 7.01752 4.32066 0.2 -2.6 -0.5
O 25.94684 8.99857 4.03714 1.8 1.6 -1.3
O 23.75429 8.67067 3.06896 -1.9 1.4 -2.8
O 24.07031 8.94658 5.51606 -0.4 1.0 -1.2
S 19.57888 5.10529 6.17579 -2.2 3.3 1.1
O 19.27163 3.86043 6.91580 -1.3 -0.4 -0.4
O 20.78043 5.63300 6.76860 -0.5 -0.1 0.9
O 19.85534 4.66886 4.80066 -0.8 -0.2 -0.8
O 18.49917 6.14380 6.23204 0.9 -2.2 -0.3
S 22.60014 3.07102 1.83592 -0.8 -0.5 -0.8
O 21.83076 2.10557 2.62770 0.4 -1.0 -1.4
O 23.56548 2.46381 0.91413 0.8 -1.0 -0.4
O 21.71674 3.95700 1.11443 -1.5 1.1 -1.5
O 23.34701 3.94996 2.75129 1.4 0.8 1.4
O 21.63662 3.11289 7.80419 0.1 -0.8 0.9
H 20.74778 3.42246 7.62995 -0.1 -0.1 -0.1
H 21.92722 3.62860 8.55640 0.5 0.3 -0.1
O 22.57235 7.32533 7.38448 -0.6 1.3 0.7
H 23.21112 6.64156 7.58612 0.8 -0.6 -0.2
H 21.74965 6.85399 7.25316 0.2 0.2 0.1
O 21.33172 7.90054 4.01084 -1.4 -0.2 0.2
H 21.13895 7.13139 3.47466 -0.1 -0.3 -0.1
H 22.05654 8.33256 3.55894 1.2 0.4 -0.1
O 21.61488 2.59421 4.99824 -0.3 -0.1 1.8
H 21.70245 2.50282 4.04945 0.0 -0.3 -0.7
H 20.87676 3.19243 5.11461 0.1 -0.2 0.0
```
Forces are in eV/Å.

Summary:
- Net charge: -4
- Orbital gap (spin up / spin down): 5.0 / 3.0 eV
- HOMO energy (spin up / spin down): 3.327 / 3.436 eV
- LUMO (spin up / spin down): 8.35 / 6.40 eV
- Energy: -89078.3001 eV
- 2S+1: 2
- Expectation value of S²: 0.76

No. 7
Here is H20NO13 as an isolated structure from OMol25. Energies are from ωB97M-V/def2-TZVPD.

Structure (XYZ):
```
34
Properties=species:S:1:pos:R:3:forces:R:3
N 6.32460 -13.56747 -21.38591 -3.1 -1.8 3.8
O 6.55512 -13.97748 -20.28860 0.7 -1.0 2.5
O 7.24282 -13.07099 -21.98161 -9.8 -5.5 -2.4
O 5.23614 -13.71511 -21.84670 -2.5 4.4 3.0
O 5.58531 -13.88320 -23.97316 1.2 -5.6 -4.6
H 5.73184 -13.86021 -23.02752 -0.7 -0.4 -3.7
H 5.22431 -13.02142 -24.18110 1.2 -1.3 -0.8
O 4.72587 -12.09513 -23.47809 -4.7 6.0 0.8
H 5.04461 -11.85808 -22.60720 -0.4 0.6 -0.5
H 3.81226 -12.34482 -23.33953 -0.3 -0.2 -0.1
O 7.60901 -12.56776 -23.91111 1.9 2.7 -5.5
H 8.03736 -11.71176 -23.90848 0.6 0.2 -0.3
H 7.48486 -12.77685 -22.98532 0.9 1.1 -4.6
O 5.98539 -12.22302 -19.45487 -1.3 2.8 1.3
H 6.88555 -12.04922 -19.73006 0.3 0.2 0.5
H 5.51691 -11.40868 -19.63819 -0.2 0.6 0.2
O 9.23778 -14.54307 -21.37420 1.8 -0.6 0.5
H 8.46253 -13.98182 -21.35955 1.9 -1.4 0.1
H 9.39997 -14.70406 -22.30373 -0.3 -0.3 -0.3
O 6.03102 -10.60037 -22.20317 0.5 1.3 1.6
H 6.59234 -11.37069 -22.11525 0.7 0.4 -0.2
H 6.46296 -10.06321 -22.86734 0.0 0.0 -0.3
O 4.78326 -15.80637 -21.74078 -1.5 -3.8 0.5
H 5.10905 -14.95582 -21.44642 -1.4 -1.6 0.3
H 4.15857 -15.59686 -22.43511 0.1 0.0 -0.3
O 7.52771 -15.44263 -23.16896 1.6 1.3 -7.5
H 7.26930 -14.52652 -23.06793 0.4 -1.2 -1.6
H 7.30604 -15.84834 -22.33081 0.4 -0.1 -1.9
O 8.64083 -12.31150 -21.05997 8.0 7.2 5.7
H 8.45098 -11.58559 -20.46563 1.0 0.8 0.4
H 7.78493 -12.69474 -21.25180 3.1 2.3 4.1
O 7.24938 -15.88717 -21.22699 -0.3 -5.3 8.1
H 6.63073 -16.61507 -21.16655 -0.5 -0.4 0.3
H 6.82344 -15.17052 -20.75666 0.6 -1.4 0.9
```
Forces are in eV/Å.

Summary:
- Net charge: -1
- Orbital gap: 7.1 eV
- HOMO energy: -4.533 eV
- LUMO: 2.55 eV
- Energy: -28412.1254 eV
- Energy above the lowest of the compared OMol25 structures with the same formula, charge and spin: 2055.0 kJ/mol

No. 8
Here is H20NO13Zn as an isolated structure from OMol25. Energies are from ωB97M-V/def2-TZVPD.

Structure (XYZ):
```
35
Properties=species:S:1:pos:R:3:forces:R:3
Zn -0.74126 -0.99744 -2.80682 0.1 1.0 1.8
N 0.10039 -0.67567 0.16107 0.4 -0.2 -0.4
O -0.19185 0.00244 1.12029 0.2 -0.1 0.5
O -0.66233 -0.52046 -0.87592 -0.3 -0.4 -0.4
O 1.04465 -1.46118 0.10949 -0.6 0.4 -0.1
O 0.53287 0.42181 -3.33468 0.7 0.0 -0.7
H 1.08394 0.40167 -4.13171 -0.1 -0.1 0.1
H 1.04835 0.98809 -2.66737 -0.6 -0.3 0.6
O 2.30002 1.69363 1.71046 -0.4 0.0 -0.2
H 2.04534 1.20393 2.50733 0.1 0.1 0.0
H 2.08680 2.61106 1.91667 0.2 0.0 0.2
O 0.21654 0.70075 4.18223 0.1 0.3 -0.1
H -0.27143 0.02503 4.66264 0.1 0.0 0.0
H 0.12023 0.46242 3.25555 -0.2 -0.2 0.0
O -2.25805 0.43639 -2.86940 -0.1 0.2 -0.7
H -2.97489 0.73003 -2.28585 0.3 -0.3 0.3
H -2.05326 1.19137 -3.43909 -0.1 0.0 0.1
O -1.99703 -2.50063 -2.49937 -0.4 -0.5 -0.6
H -2.68903 -2.74682 -3.13212 0.1 0.0 0.1
H -2.12494 -3.06241 -1.71927 0.4 0.2 0.0
O 3.65904 -2.64215 -0.20886 0.0 0.0 -0.2
H 4.06062 -1.90225 0.25852 0.0 -0.1 0.0
H 2.75478 -2.36189 -0.38797 0.2 0.0 0.2
O -3.39304 0.26908 0.72021 -0.1 -0.1 -0.4
H -4.06810 -0.19410 0.21191 0.0 -0.1 0.2
H -2.57592 -0.22181 0.57201 0.0 0.2 0.1
O -1.62177 2.56257 1.39115 0.3 0.2 -0.2
H -1.33094 3.48073 1.42534 -0.1 0.0 0.1
H -0.81002 2.04153 1.44279 -0.2 0.0 0.1
O 1.69628 -2.08296 2.88409 0.0 0.2 0.1
H 1.72188 -1.53023 2.09397 0.0 -0.2 0.0
H 0.94400 -2.66549 2.74432 0.1 0.0 0.0
O 1.51409 1.87238 -1.30727 -0.2 0.0 -0.2
H 1.38808 1.63651 -0.37126 0.3 -0.1 0.0
H 1.44596 2.83412 -1.33308 0.1 -0.1 0.0
```
Forces are in eV/Å.

Summary:
- Net charge: +1
- Orbital gap: 7.6 eV
- HOMO energy: -12.883 eV
- LUMO: -5.32 eV
- Energy: -76840.8913 eV
- Energy above the lowest of the compared OMol25 structures with the same formula, charge and spin: 0.0 kJ/mol